Below is C5H9NO in the gas phase at a distorted geometry, with properties calculated with the ωB97M-V functional and the def2-TZVPD basis.

XYZ file:
```
16
Properties=species:S:1:pos:R:3:nbo_charge:R:1
H 0.45 1.94 2.68 0.345
N -0.01 2.12 1.78 -0.681
C -0.02 1.06 1.08 0.573
C -0.81 0.85 -0.16 -0.491
C -0.06 0.23 -1.36 -0.403
C -0.09 -1.22 -0.88 -0.428
C 0.73 -1.15 0.49 -0.080
O 0.51 -0.13 1.49 -0.523
H -1.37 -0.03 0.20 0.218
H -1.53 1.63 -0.33 0.241
H 0.97 0.58 -1.53 0.209
H -0.62 0.45 -2.28 0.220
H -1.16 -1.49 -0.94 0.207
H 0.43 -2.01 -1.44 0.217
H 1.72 -0.93 0.10 0.173
H 0.77 -2.06 1.09 0.204
```

## Properties
HOMO energy, eV: -9.84
HOMO-LUMO gap, eV: 10.75
ΔE to the lowest compared entry with this formula, charge and spin, kcal per mole: 45.18
Energy, a.u.: -325.8655


Below is 2 unconnected molecules or ions with the total composition C5H13N2 at a distorted geometry, with properties calculated with the ωB97M-V functional and the def2-TZVPD basis.

XYZ file:
```
20
Properties=species:S:1:pos:R:3:nbo_charge:R:1
C 2.34 0.65 0.02 -0.408
C 1.76 0.13 1.06 -0.402
C -1.54 1.82 0.24 -0.056
C -0.90 -1.68 0.46 -0.457
C -0.29 -0.14 -1.46 -0.462
N -1.35 0.54 0.50 -0.198
N -0.60 -0.38 -0.10 -0.176
H 2.77 1.61 -0.20 0.220
H 2.53 0.08 -0.92 0.188
H 1.43 0.63 2.04 0.208
H -1.20 2.25 -0.69 0.233
H -2.22 2.41 0.91 0.254
H 1.67 -0.99 1.19 0.197
H -0.36 -2.67 -0.02 0.284
H -0.71 -1.65 1.53 0.226
H -1.99 -1.84 0.34 0.207
H 0.07 0.77 -1.68 0.229
H 0.66 -0.67 -1.62 0.252
H -1.01 -0.45 -2.27 0.231
H -1.88 0.18 1.24 0.429
```

## Properties
HOMO energy (alpha / beta), eV: -13.28 / -13.28
HOMO-LUMO gap (alpha / beta), eV: 8.67 / 8.67
ΔE to the lowest compared entry with this formula, charge and spin, kcal per mole: 130.27
Net charge: +1
Energy, a.u.: -307.4140


Below is a molecular structure, C14H23O3Si2Ta at a distorted geometry, with properties calculated with the ωB97M-V functional and the def2-TZVPD basis.

XYZ file:
```
43
Properties=species:S:1:pos:R:3:nbo_charge:R:1
Ta -0.24 -1.39 -0.46 1.726
C 3.25 -1.69 -0.52 -1.119
Si 2.02 -0.31 -0.14 1.220
C 2.43 0.63 1.42 -1.106
C 1.52 0.64 -1.71 -0.494
C 2.56 0.87 -2.62 -0.177
C 2.34 1.56 -3.80 -0.147
C 1.06 1.99 -4.13 -0.151
C 0.00 1.71 -3.29 -0.124
C 0.19 1.07 -2.06 -0.524
Si -1.39 0.78 -1.03 1.148
C -1.92 2.05 0.24 -1.130
C -2.80 0.23 -2.16 -1.113
H 4.25 -1.26 -0.61 0.285
H 3.05 -2.22 -1.45 0.260
H 3.28 -2.41 0.30 0.274
H 3.40 1.11 1.29 0.287
H 2.50 -0.04 2.27 0.266
H 1.73 1.44 1.65 0.251
H 3.56 0.51 -2.40 0.232
H 3.17 1.76 -4.47 0.254
H 0.88 2.52 -5.06 0.251
H -1.00 2.02 -3.59 0.221
H -2.29 2.94 -0.27 0.299
H -1.12 2.41 0.89 0.251
H -2.74 1.65 0.85 0.265
H -3.23 1.10 -2.66 0.286
H -3.60 -0.24 -1.59 0.268
H -2.49 -0.45 -2.96 0.260
C -0.30 -1.24 3.73 -0.635
C -1.22 -1.34 2.53 0.165
C -2.65 -0.90 2.83 -0.641
O -0.68 -0.54 1.41 -0.740
C -1.24 -2.76 1.97 0.767
O -1.65 -3.74 2.47 -0.410
O -0.65 -2.78 0.68 -0.778
H -0.30 -0.23 4.13 0.240
H 0.72 -1.54 3.48 0.233
H -0.68 -1.91 4.51 0.276
H -2.66 0.10 3.25 0.239
H -3.07 -1.59 3.56 0.282
H -3.27 -0.94 1.93 0.229
H -0.74 0.41 1.59 0.555
```

## Properties
HOMO energy, eV: -15.73
HOMO-LUMO gap, eV: 7.02
ΔE to the lowest compared entry with this formula, charge and spin, kcal per mole: 6.51
Net charge: +2
Energy, a.u.: -1408.3454


Below is 2 unconnected molecules or ions with the total composition C4H12 at a distorted geometry, with properties calculated with the ωB97M-V functional and the def2-TZVPD basis.

XYZ file:
```
16
Properties=species:S:1:pos:R:3:nbo_charge:R:1
C -1.14 0.71 -2.50 -0.611
C -0.52 0.90 -1.11 -0.614
H -2.10 0.19 -2.47 0.202
H -1.30 1.64 -3.03 0.206
H -0.55 0.02 -3.10 0.202
H -0.76 1.87 -0.69 0.207
H -0.87 0.13 -0.42 0.203
H 0.56 0.74 -1.21 0.206
C 0.58 -0.17 2.25 -0.613
C 1.12 -1.32 1.37 -0.613
H 1.35 0.07 2.99 0.208
H 0.32 0.72 1.69 0.205
H -0.36 -0.49 2.69 0.204
H 2.17 -1.52 1.37 0.206
H 0.76 -1.24 0.37 0.203
H 0.73 -2.25 1.81 0.200
```

## Properties
HOMO energy, eV: -11.66
HOMO-LUMO gap, eV: 12.82
ΔE to the lowest compared entry with this formula, charge and spin, kcal per mole: 7.72
Energy, a.u.: -159.5727


Question: Number 2 is which compound?
Answer: C5H13N2


Question: ΔE to the lowest compared entry with this formula, charge and spin of number 2 (C5H13N2)?
Answer: 130.27 kcal per mole


Question: Which of these has the highest ΔE to the lowest compared entry with this formula, charge and spin?
Answer: C5H13N2


Question: Among the records above, which one has the lowest energy?
Answer: C14H23O3Si2Ta